<w>
{
  "formula": "C3H4N4O",
  "method": "ωB97M-V/def2-TZVPD",
  "charge": 0,
  "homo_ev": -9.844,
  "orbital_gap_ev": 10.150,
  "smiles": "[H]/N=C1/NC(=O)/C(=N\\[H])N1",
  "lumo_ha": 0.011,
  "symbols": ["H", "N", "C", "N", "C", "O", "C", "N", "H", "N", "H", "H"],
  "xyz": [[-0.9102, -2.6128, -0.9468], [0.1504, -2.4308, -0.6858], [0.1541, -1.1663, -0.4147], [1.2848, -0.4677, 0.0607], [0.9793, 0.8891, 0.3928], [1.5956, 1.8005, 0.7935], [-0.5721, 0.9666, 0.1832], [-1.2607, 1.9969, 0.3882], [-0.8434, 2.8304, 0.8815], [-0.9075, -0.2466, -0.2601], [2.1605, -1.0123, 0.0617], [-1.8308, -0.5471, -0.4543]],
  "mulliken_charge": [0.2295, -0.6290, 0.2599, -0.1352, 0.4641, -0.4941, 0.4692, -0.7426, 0.2687, -0.1155, 0.2457, 0.1794]
}

***

<x>
{
  "formula": "C3H4N4O",
  "method": "ωB97M-V/def2-TZVPD",
  "charge": 0,
  "homo_ev": -9.991,
  "orbital_gap_ev": 10.195,
  "smiles": "[H]/N=c1\\nc[nH]/c(=N\\[H])o1",
  "lumo_ha": 0.007,
  "symbols": ["H", "N", "C", "N", "C", "N", "C", "N", "H", "O", "H", "H"],
  "xyz": [[-1.1724, -2.8588, -0.7272], [-1.6687, -1.9973, -0.4781], [-0.8320, -1.1664, -0.0979], [0.5393, -1.4951, 0.0857], [1.2685, -0.4961, 0.3479], [0.8811, 0.8004, 0.0757], [-0.4603, 1.1351, 0.0069], [-0.9387, 2.2620, -0.1193], [-0.2862, 2.9888, -0.1417], [-1.2886, 0.1162, 0.2365], [2.3156, -0.7129, 0.4628], [1.6422, 1.4244, 0.3487]],
  "mulliken_charge": [0.3051, -0.6114, 0.5242, -0.4749, 0.0168, -0.1713, 0.5270, -0.6094, 0.2233, -0.3330, 0.3481, 0.2556]
}

***

So which one is most stable? That would be <w>, about 19.6 kcal/mol below the next structure.

***

<w>
{
  "formula": "C3H4N4O",
  "method": "ωB97M-V/def2-TZVPD",
  "charge": 0,
  "homo_ev": -8.554,
  "orbital_gap_ev": 7.567,
  "smiles": "Nc1n[nH]cc1N=O",
  "lumo_ha": -0.036,
  "symbols": ["N", "C", "N", "N", "C", "C", "N", "O", "H", "H", "H", "H"],
  "xyz": [[-0.6879, 1.7062, -0.0629], [0.1207, 0.7102, -0.0685], [1.4835, 0.9083, -0.0269], [2.0450, -0.3297, 0.1317], [1.0905, -1.2840, 0.0131], [-0.1193, -0.5874, -0.0422], [-1.4052, -1.1165, -0.3167], [-2.3824, -0.3453, 0.3030], [-1.6628, 1.5094, 0.1556], [-0.2144, 2.5965, -0.2631], [3.1145, -0.2124, 0.3439], [1.2235, -2.3416, -0.1506]],
  "mulliken_charge": [-0.3757, 0.5277, -0.8445, 0.1455, -0.6357, 0.5528, -0.2351, -0.4005, 0.2489, 0.2694, 0.3070, 0.4403]
}

***

<x>
{
  "formula": "C3H4N4O",
  "method": "ωB97M-V/def2-TZVPD",
  "charge": 0,
  "homo_ev": -8.857,
  "orbital_gap_ev": 8.790,
  "smiles": "[H]/N=c1/cc(N)onn1",
  "lumo_ha": -0.002,
  "symbols": ["H", "N", "C", "C", "C", "N", "O", "N", "N", "H", "H", "H"],
  "xyz": [[-1.0056, 0.4996, 3.0652], [-0.1105, 0.4044, 2.6240], [-0.2862, 0.1953, 1.4184], [0.6858, 0.0799, 0.3532], [0.2328, -0.0373, -0.9220], [1.0040, 0.1584, -2.0070], [-1.0868, -0.3055, -1.2347], [-2.0356, -0.4022, -0.1424], [-1.5884, -0.1355, 0.9859], [1.7421, -0.0022, 0.5509], [1.8838, -0.2354, -1.8105], [0.5647, -0.2195, -2.8811]],
  "mulliken_charge": [0.2907, -0.6566, 0.3828, -0.3908, 0.6419, -0.4999, -0.2462, -0.1593, -0.1707, 0.2690, 0.2577, 0.2814]
}

***

<y>
{
  "formula": "C3H4N4O",
  "method": "ωB97M-V/def2-TZVPD",
  "charge": 0,
  "homo_ev": -9.615,
  "orbital_gap_ev": 9.356,
  "lumo_ha": -0.010,
  "symbols": ["C", "C", "C", "H", "H", "H", "H", "N", "N", "N", "N", "O"],
  "xyz": [[-0.9988, 0.0412, 0.0653], [1.8886, -0.3053, 0.0918], [-0.5348, 1.5168, 0.2110], [-2.7137, -1.0045, 0.0287], [-0.3207, -2.1868, -0.7794], [2.8279, -0.9678, -0.1439], [-1.2416, 2.2958, 0.4199], [-2.2924, 0.0128, 0.0157], [-0.1291, -0.9374, -0.2757], [1.7489, 0.8853, -0.3118], [0.7780, 1.8225, 0.1083], [0.9877, -1.1726, 0.5700]],
  "mulliken_charge": [0.4684, 0.1765, -0.0826, 0.2522, 0.3712, 0.3235, 0.4553, -0.6004, -0.3907, -0.3455, -0.3981, -0.2299]
}

***

<z>
{
  "formula": "C3H4N4O",
  "method": "ωB97M-V/def2-TZVPD",
  "charge": 0,
  "homo_ev": -9.683,
  "orbital_gap_ev": 8.486,
  "smiles": "C/N=c1/nncno1",
  "lumo_ha": -0.044,
  "symbols": ["C", "N", "C", "N", "N", "C", "N", "O", "H", "H", "H", "H"],
  "xyz": [[1.3706, 1.6445, -0.6161], [0.0396, 1.3453, -0.2500], [-0.2000, 0.2443, 0.2531], [-1.5038, 0.1660, 0.7345], [-2.1711, -0.8817, 0.6383], [-1.4262, -1.9804, 0.1501], [-0.0987, -2.0000, 0.2703], [0.5451, -0.7613, 0.5990], [1.5026, 2.7044, -1.0189], [1.8507, 0.8536, -1.3780], [2.1221, 1.5150, 0.3851], [-2.0309, -2.8496, 0.2325]],
  "mulliken_charge": [-0.6358, -0.3609, 0.6689, -0.0907, -0.2880, 0.0122, -0.2333, -0.1520, 0.2513, 0.2312, 0.2079, 0.3891]
}

***

So which one is most stable? That would be <x>, about 31.1 kcal/mol below the next structure.

***

<w>
{
  "formula": "C3H4N4O",
  "method": "ωB97M-V/def2-TZVPD",
  "charge": 0,
  "homo_ev": -9.516,
  "orbital_gap_ev": 9.537,
  "smiles": "C=Nn1cnnc1O",
  "lumo_ha": 0.001,
  "symbols": ["C", "N", "N", "C", "N", "N", "C", "O", "H", "H", "H", "H"],
  "xyz": [[2.2109, 0.0442, -0.0695], [1.0736, 0.7390, -0.0884], [-0.0401, -0.0166, -0.0460], [-0.3965, -1.3102, 0.1212], [-1.6660, -1.4158, -0.0231], [-2.1924, -0.1507, -0.1959], [-1.1852, 0.6652, -0.1995], [-1.2293, 1.9801, 0.1147], [2.1906, -1.0137, -0.0154], [3.2373, 0.4399, -0.1386], [0.2185, -2.1467, 0.3171], [-2.2214, 2.1853, 0.2234]],
  "mulliken_charge": [-0.1954, -0.9125, 0.6502, 0.2179, -0.4128, -0.5265, 0.4994, -0.4797, 0.1481, 0.2617, 0.3798, 0.3699]
}

***

<x>
{
  "formula": "C3H4N4O",
  "method": "ωB97M-V/def2-TZVPD",
  "charge": 0,
  "homo_ev": -9.297,
  "orbital_gap_ev": 10.139,
  "smiles": "O=CNc1c[nH]nn1",
  "lumo_ha": 0.031,
  "symbols": ["O", "C", "N", "C", "C", "N", "N", "N", "H", "H", "H", "H"],
  "xyz": [[-0.6923, -2.4062, -0.4713], [0.3594, -2.2456, 0.0496], [0.8882, -0.9962, 0.0168], [0.2313, 0.2574, -0.0677], [-0.9338, 0.7340, -0.5099], [-0.8657, 2.0588, -0.1836], [0.4191, 2.3356, 0.3719], [1.0626, 1.1824, 0.2358], [1.2225, -2.9840, 0.5644], [1.6782, -1.0736, 0.7084], [-1.8742, 0.2594, -0.8486], [-1.4951, 2.8780, 0.1340]],
  "mulliken_charge": [-0.5056, 0.2308, -0.1809, 0.1269, -0.1219, 0.0340, -0.5302, -0.2331, 0.1695, 0.3008, 0.4097, 0.3000]
}

***

<y>
{
  "formula": "C3H4N4O",
  "method": "ωB97M-V/def2-TZVPD",
  "charge": 0,
  "homo_ev": -8.191,
  "orbital_gap_ev": 8.588,
  "smiles": "C1NN=C2ONN=C12",
  "lumo_ha": 0.015,
  "symbols": ["C", "N", "N", "C", "O", "N", "N", "C", "H", "H", "H", "H"],
  "xyz": [[0.5621, -1.1943, 0.3488], [0.0802, -1.4637, -1.0737], [-0.4441, -0.3208, -1.6317], [-0.3755, 0.5998, -0.8140], [-0.5686, 1.8607, -0.8923], [-0.5221, 2.1976, 0.6587], [-0.1474, 1.0862, 1.4446], [-0.0137, 0.0341, 0.5951], [1.4853, -1.1680, 0.7342], [0.1608, -2.0354, 1.0227], [-0.5598, -2.3611, -1.2187], [0.3429, 2.7650, 0.8264]],
  "mulliken_charge": [-0.6577, -0.1390, -0.6504, 0.6028, -0.3074, -0.1418, -0.4729, 0.6109, 0.2981, 0.2634, 0.2931, 0.3008]
}

***

So which one is most stable? That would be <x>, about 9.1 kcal/mol below the next structure.

***

<w>
{
  "formula": "CH5BO",
  "method": "ωB97M-V/def2-TZVPD",
  "charge": 0,
  "homo_ev": -10.395,
  "orbital_gap_ev": 10.467,
  "smiles": "BOC",
  "lumo_ha": 0.003,
  "symbols": ["B", "O", "C", "H", "H", "H", "H", "H"],
  "xyz": [[-1.4673, 0.0795, -0.0750], [-0.0644, 0.5262, 0.8144], [1.0894, -0.0669, 0.1867], [-1.2059, -0.3612, -1.2511], [-2.4748, 0.3229, 0.4784], [1.8013, 0.8509, 0.0213], [0.8002, -0.3829, -0.8632], [1.5213, -0.9685, 0.6885]],
  "mulliken_charge": [0.3253, -0.4472, -0.4845, -0.0364, -0.0036, 0.2063, 0.2141, 0.2261]
}

***

<x>
{
  "formula": "CH5BO",
  "method": "ωB97M-V/def2-TZVPD",
  "charge": 0,
  "homo_ev": -10.788,
  "orbital_gap_ev": 11.464,
  "smiles": "CBO",
  "lumo_ha": 0.025,
  "symbols": ["C", "B", "O", "H", "H", "H", "H", "H"],
  "xyz": [[0.5548, 0.4668, 0.7657], [-0.5204, 0.1585, -0.2895], [-0.0131, -1.0435, -1.3550], [0.8794, -0.4671, 1.0626], [0.1204, 1.0261, 1.5498], [1.3599, 0.8574, 0.1783], [-1.5692, 0.4942, -0.4319], [-0.8118, -1.4924, -1.4800]],
  "mulliken_charge": [-0.7190, 0.2708, -0.6020, 0.2928, 0.2587, 0.2797, -0.0559, 0.2749]
}

***

So which one is most stable? That would be <x>, about 32.3 kcal/mol below the next structure.

***

<w>
{
  "formula": "C3H9NO2P",
  "method": "ωB97M-V/def2-TZVPD",
  "charge": -1,
  "homo_ev": -4.369,
  "orbital_gap_ev": 8.517,
  "smiles": "CN(C)[P@@](C)(=O)[O-]",
  "lumo_ha": 0.152,
  "symbols": ["C", "N", "C", "P", "C", "O", "O", "H", "H", "H", "H", "H", "H", "H", "H", "H"],
  "xyz": [[0.6018, 1.2626, 1.3594], [0.6318, 0.3634, 0.1622], [1.2335, -0.9029, 0.5187], [-1.1205, 0.2525, -0.3295], [-0.8315, -0.5538, -1.9910], [-1.7409, -0.6508, 0.6762], [-1.8605, 1.5162, -0.6315], [1.4712, 1.8260, 1.5597], [-0.2036, 2.0360, 1.2162], [0.4505, 0.6489, 2.2874], [0.3971, -1.6387, 0.8828], [1.8762, -1.3614, -0.1979], [1.7998, -0.6952, 1.5075], [-0.1104, -1.4612, -2.0381], [-1.9423, -0.7353, -2.1383], [-0.6522, 0.0936, -2.8435]],
  "mulliken_charge": [-0.9939, -0.2225, -0.9073, 0.9148, -0.8814, -0.7682, -0.7742, 0.3264, 0.3317, 0.3273, 0.2898, 0.2585, 0.3448, 0.2172, 0.2229, 0.3141]
}

***

<x>
{
  "formula": "C3H9NO2P",
  "method": "ωB97M-V/def2-TZVPD",
  "charge": -1,
  "homo_ev": -2.828,
  "orbital_gap_ev": 6.926,
  "smiles": "CN(CO)P(C)[O-]",
  "lumo_ha": 0.151,
  "symbols": ["C", "N", "C", "O", "P", "C", "O", "H", "H", "H", "H", "H", "H", "H", "H", "H"],
  "xyz": [[-0.1538, 1.3113, 1.4301], [0.3526, 0.4707, 0.3416], [0.7638, -0.7648, 0.9367], [-0.3031, -1.6226, 1.2799], [-1.0894, 0.1984, -0.9402], [0.0779, -0.5512, -2.3193], [-1.3823, 1.6046, -1.3559], [-1.2956, 1.4911, 1.3610], [-0.0635, 0.8330, 2.4077], [0.2724, 2.3372, 1.3451], [1.3090, -0.6797, 1.8220], [1.3566, -1.4448, 0.2329], [-1.0889, -1.0402, 1.0705], [0.3318, 0.1491, -3.0403], [1.1417, -0.7690, -1.8381], [-0.2292, -1.5232, -2.7338]],
  "mulliken_charge": [-0.8332, -0.2769, -0.4482, -0.5187, 0.1865, -1.0389, -0.6767, 0.2627, 0.3651, 0.2278, 0.4050, 0.1489, 0.3308, 0.4119, 0.1726, 0.2813]
}

***

So which one is most stable? That would be <w>, about 51.0 kcal/mol below the next structure.

***

<w>
{
  "formula": "C5H13NO3",
  "method": "ωB97M-V/def2-TZVPD",
  "charge": 0,
  "homo_ev": -8.837,
  "orbital_gap_ev": 9.444,
  "smiles": "CC[C@@H](NC)C(=O)O.O",
  "lumo_ha": 0.022,
  "symbols": ["C", "C", "C", "N", "C", "C", "O", "O", "H", "H", "H", "H", "H", "H", "H", "H", "H", "H", "H", "O", "H", "H"],
  "xyz": [[-1.0735, 1.7168, -0.6873], [-0.5078, 0.4098, -0.2635], [0.9945, 0.3212, 0.0024], [1.3360, -0.3122, 1.2923], [0.6755, 0.2767, 2.4393], [1.5468, -0.6769, -1.0759], [1.6970, -1.8344, -0.7774], [1.4421, -0.1661, -2.2865], [-0.5659, 2.5736, -0.2024], [-2.0834, 1.9345, -0.3618], [-1.1219, 1.9073, -1.7640], [-1.0018, 0.1054, 0.6847], [-0.9922, -0.3756, -0.8502], [1.5901, 1.2260, 0.0087], [1.2872, -1.3236, 1.2545], [-0.2903, -0.1715, 2.6957], [0.3304, 1.3104, 2.2229], [1.2589, 0.4526, 3.3471], [1.7631, -0.6446, -3.0545], [-2.2120, -2.3261, -1.2571], [-2.7338, -2.3002, -0.4544], [-1.3392, -2.1031, -0.9127]],
  "mulliken_charge": [-1.5062, -0.0583, 0.2231, -0.4046, -0.9957, 0.2899, -0.5626, -0.4226, 0.3374, 0.3858, 0.3232, 0.2640, 0.0331, 0.4299, 0.2563, 0.3092, 0.3170, 0.3442, 0.3647, -0.6409, 0.3273, 0.3859]
}

***

<x>
{
  "formula": "C5H13NO3",
  "method": "ωB97M-V/def2-TZVPD",
  "charge": 0,
  "homo_ev": [-6.686, -5.985],
  "orbital_gap_ev": [7.414, 6.685],
  "lumo_ha": [0.027, 0.026],
  "symbols": ["C", "C", "C", "C", "C", "N", "O", "O", "O", "H", "H", "H", "H", "H", "H", "H", "H", "H", "H", "H", "H", "H"],
  "xyz": [[-0.1089, -0.7420, 0.5387], [2.2590, 0.3781, 0.6323], [-0.0935, 0.3870, -0.2247], [-2.2847, -0.3963, -0.4205], [-3.1223, 0.3725, 0.5591], [2.7503, -0.2665, -0.5942], [0.2725, -1.9477, 0.1012], [2.5300, 1.7563, 0.5783], [0.3991, 0.4076, -1.4724], [0.3962, -1.9016, -0.8599], [1.9570, 2.1651, -0.0820], [1.3839, 0.0976, -1.4100], [-0.4184, -0.7140, 1.5708], [2.7077, -0.0106, 1.5469], [-0.4270, 1.3183, 0.2159], [3.6563, 0.1072, -0.8893], [2.8523, -1.2667, -0.4499], [-2.2623, -0.0174, -1.4381], [-2.3837, -1.4779, -0.3840], [-2.9852, 0.0123, 1.5840], [-4.1982, 0.2984, 0.3463], [-2.8800, 1.4403, 0.5515]],
  "mulliken_charge": [-0.2001, -0.3125, -0.2259, -0.7166, -0.8551, -0.5200, -0.5280, -0.5221, -0.5686, 0.4260, 0.3487, 0.5383, 0.4445, 0.3548, 0.3438, 0.2200, 0.2393, 0.3353, 0.3204, 0.2634, 0.3182, 0.2964]
}

***

So which one is most stable? That would be <w>, about 110.7 kcal/mol below the next structure.